Entry from the OMol25 dataset: a molecular structure, C26H27N7O2PbS3 (ωB97M-V/def2-TZVPD).

Output
- net charge = 0
- ΔE to the lowest compared entry with this formula, charge and spin (kcal per mole) = 0.00
- highest occupied orbital energy (eV) = -7.43
- E (eV) = -79681.1696
- largest force on an atom (hartree/bohr) = 0.016

Element x y z (Å)
Pb (0.12004, -0.37865, 1.44227)
S (-0.49472, -1.43927, -2.54430)
S (-0.29173, -0.80016, 4.03215)
S (-4.54901, 6.17388, 2.84896)
O (-0.28920, 2.41991, -2.49353)
O (0.86963, -1.98064, -0.10006)
N (-3.40785, 5.40630, 3.68886)
N (2.18863, -1.08467, 2.34666)
N (2.42201, -0.87388, 3.69201)
N (1.66174, -0.57112, 5.80916)
N (-4.17193, 5.65922, 1.36664)
N (-0.71322, 2.67784, -0.25938)
N (0.07845, 2.29513, 2.40596)
C (-2.44397, 4.19085, 0.41353)
C (-0.95106, 3.12182, 2.11556)
C (-0.61105, -1.15783, -4.34792)
C (0.55553, 2.27301, 3.64043)
C (-2.00993, -3.87509, -0.87711)
C (-2.69201, 4.70616, 2.82936)
C (-2.25808, -1.70753, -2.15105)
C (0.01641, 2.99509, 4.69808)
C (2.09742, -3.50451, -1.39492)
C (-3.13243, 4.85382, 1.48380)
C (1.40948, -0.77008, 4.47585)
C (-2.60600, -3.19572, -2.10986)
C (-1.39222, 3.30608, 0.71625)
C (-2.02486, 3.84533, -1.90443)
C (0.75238, -1.38167, -4.99378)
C (1.98530, -2.59933, -0.30278)
C (3.14123, -2.43561, 0.51972)
C (1.83139, -0.47320, -4.40252)
C (3.26828, -4.15536, -1.68142)
C (4.40934, -3.96752, -0.88593)
C (-2.76987, 4.43028, -0.92869)
C (-1.08150, 3.77509, 4.45219)
C (4.32960, -3.12589, 0.18914)
C (3.13059, -1.77360, 1.78185)
C (-1.56749, 3.86783, 3.14670)
C (-0.99793, 2.96752, -1.51479)
H (1.41205, 1.63112, 3.80819)
H (1.51964, 0.57208, -4.45020)
H (0.89973, -0.75649, 6.43696)
H (1.21718, -3.64021, -2.00731)
H (2.76963, -0.58188, -4.94623)
H (5.32447, -4.49867, -1.10958)
H (2.58357, -0.83061, 6.12314)
H (0.66142, -1.19057, -6.06599)
H (0.44309, 2.90687, 5.68683)
H (-2.84269, -1.16168, -2.89188)
H (1.04415, -2.42622, -4.86137)
H (-0.99116, -3.52708, -0.70549)
H (-1.99284, -4.95871, -0.99276)
H (-2.59506, -3.63581, 0.01387)
H (-2.42444, -1.25526, -1.17069)
H (-1.35318, -1.85275, -4.74368)
H (-3.59168, 5.09430, -1.15996)
H (-0.94702, -0.13164, -4.51098)
H (-3.69403, -3.31215, -2.10530)
H (-1.57571, 4.34128, 5.23044)
H (0.22598, 1.66432, -2.16761)
H (3.99080, -1.96983, 2.42212)
H (5.19559, -2.97701, 0.82509)
H (-2.22536, -3.66948, -3.01784)
H (-2.18765, 4.01975, -2.95828)
H (3.30850, -4.83334, -2.52577)
H (2.01365, -0.73416, -3.35841)